Density functional theory data (ωB97M-V/def2-TZVPD) for a structure of composition C26H33N4O3PtSTe.

```
69
Properties=species:S:1:pos:R:3:lowdin_spin:R:1
Pt 1.78 1.18 -0.68 1.21
N 0.93 -0.21 -2.69 0.06
N 0.08 0.70 -3.34 0.00
C 0.09 2.07 -3.06 0.01
O -0.54 2.80 -3.81 0.01
O 0.76 2.44 -2.05 0.07
H 1.68 -0.53 -3.30 0.00
H 0.41 -1.02 -2.36 0.00
H -0.34 0.43 -4.23 0.00
S 4.03 0.49 -1.84 0.13
C 3.59 1.15 -3.33 0.03
N 3.14 2.44 -3.39 0.02
C 2.76 3.03 -4.54 0.01
C 2.84 2.37 -5.72 0.01
C 3.30 1.03 -5.72 0.01
C 3.67 0.43 -4.54 0.01
H 2.94 2.89 -2.49 0.00
H 2.39 4.04 -4.45 0.00
H 2.56 2.85 -6.64 0.00
H 3.34 0.48 -6.65 0.00
H 4.01 -0.59 -4.50 0.00
C 3.49 1.30 3.19 0.00
C 3.26 1.62 1.73 0.07
O 3.76 2.59 1.16 0.15
N 2.44 0.79 1.08 0.62
Te 0.19 0.71 1.74 0.30
C -1.66 0.25 2.89 0.15
C -1.92 -1.01 3.42 0.02
C -0.93 -2.12 3.25 0.01
C -3.11 -1.22 4.11 0.00
C -4.02 -0.20 4.31 0.01
C -5.30 -0.43 5.05 0.00
C -3.71 1.06 3.81 0.01
C -2.54 1.31 3.12 0.02
C -2.23 2.69 2.63 0.01
C -0.14 -0.89 0.35 0.01
C 0.71 -1.99 0.23 0.00
C 1.95 -2.14 1.05 0.00
C 0.41 -2.98 -0.70 0.00
C -0.71 -2.91 -1.51 0.00
C -1.01 -3.95 -2.54 0.00
C -1.55 -1.81 -1.37 0.00
C -1.27 -0.79 -0.47 0.00
C -2.16 0.41 -0.43 0.01
H 4.47 1.65 3.51 0.00
H 3.42 0.23 3.35 0.00
H 2.72 1.79 3.79 0.00
H 0.08 -1.72 3.36 0.01
H -1.01 -2.57 2.27 0.00
H -1.08 -2.90 3.99 0.00
H -3.31 -2.21 4.50 0.00
H -5.36 -1.44 5.43 0.00
H -6.16 -0.24 4.40 0.00
H -5.38 0.26 5.89 0.00
H -4.41 1.87 3.97 0.00
H -3.00 3.39 2.92 0.00
H -2.15 2.69 1.54 0.00
H -1.28 3.03 3.04 0.00
H 1.89 -1.58 1.97 0.00
H 2.80 -1.76 0.48 0.00
H 2.13 -3.19 1.27 0.00
H 1.08 -3.82 -0.79 0.00
H -0.27 -4.75 -2.51 0.00
H -1.01 -3.51 -3.54 0.00
H -2.00 -4.38 -2.37 0.00
H -2.43 -1.73 -2.00 0.00
H -2.88 0.38 -1.24 0.00
H -1.56 1.32 -0.53 0.00
H -2.70 0.45 0.52 0.00
```

- HOMO (alpha / beta) (eV) = -6.8 / -7.9
- lowest unoccupied orbital energy (alpha / beta) (eV) = -0.257 / -1.835
- gap between HOMO and LUMO (alpha / beta) (eV) = 6.57 / 6.09
- multiplicity = 4